DFT (wB97M-V/def2-TZVPD) results for a structure of composition C17H12Cl5IrN2O2S2.

As for the energy above the lowest of the compared OMol25 structures with the same formula, charge and spin: 1923.6 kJ/mol. The energy is -4115.776303 hartree. The value obtained for the frontier orbital gap (spin up / spin down) is 5.0369 / 4.7924 eV. The largest force on an atom comes out at 3.2 eV/A. As for the HOMO energy (spin up / spin down): -9.9 / -9.9 eV. As for the spin multiplicity: 2. As for the net charge: +1.

Each line ends with the Löwdin spin population.
Geometry (Å):
Ir -0.02602 -0.96577 0.77519  0.003
Cl 0.62397 -0.19403 3.08462  0.000
C 2.12418 0.08052 2.22122  0.000
C 2.01950 -0.25059 0.85430  0.001
C 3.20247 0.00633 0.22399  0.000
Cl 3.10291 -0.25073 -1.65530  0.029
C 4.41239 0.41707 0.78124  0.000
Cl 5.86339 0.46826 -0.15967  0.005
C 4.43320 0.71497 2.12692  0.000
Cl 5.87699 1.24116 2.86809  0.000
C 3.23948 0.55693 2.87021  0.000
Cl 3.21886 0.92257 4.53353  0.000
O -3.43629 -2.71902 0.42662  0.000
C -2.80254 -1.71895 0.64533  0.000
O -1.71426 -1.72685 1.40995  0.000
C -3.26183 -0.37139 0.10860  0.000
C -4.61695 -0.34314 -0.23986  0.000
C -5.23600 0.80329 -0.69214  0.000
C -4.48986 1.96668 -0.82750  0.000
C -3.14523 1.95872 -0.51887  0.000
C -2.51126 0.80689 -0.04274  0.000
S -0.77486 1.08106 0.24904  0.019
H -5.17064 -1.26465 -0.12865  0.000
H -6.28898 0.79168 -0.93750  0.000
H -4.95092 2.87876 -1.18301  0.000
H -2.55910 2.86112 -0.64880  0.000
S -0.54866 -1.81089 -1.29682  0.013
C 0.91748 -1.60828 -2.15543  0.025
N 1.39644 -2.44880 -3.06598  0.003
C 2.75635 -2.21940 -3.53343  0.002
C 3.68418 -1.96439 -2.36580  0.009
C 3.40237 0.93799 -2.47446  0.051
N 1.63276 -0.59030 -1.72413  0.081
H 0.84172 -3.23818 -3.35918  0.000
H 2.81779 -1.43165 -4.29060  0.001
H 3.12813 -3.12170 -4.02419  0.000
H 4.72653 -1.84060 -2.64995  0.000
H 3.50245 -2.66676 -1.55240  0.000
H 3.80849 1.70128 -3.10883  0.008
H 4.61327 0.18489 -1.65080  0.007
H 0.85338 1.21210 -3.08848  0.739